C4H12P2 | ωB97M-V with the def2-TZVPD basis set

```
18
C4H12P2 (ωB97M-V with the def2-TZVPD basis set)
C -0.127 -1.799 -0.876
C 2.156 0.817 0.115
C -0.717 -1.251 0.367
C -0.544 0.302 0.301
P -2.144 1.157 -0.229
P 0.582 1.187 -0.938
H 0.838 -1.268 -1.061
H -0.773 -1.644 -1.738
H 0.152 -2.928 -0.774
H 2.565 -0.048 -0.328
H 1.931 0.594 1.069
H 2.803 1.592 0.125
H -1.704 -1.527 0.439
H -0.211 -1.541 1.272
H -0.339 0.896 1.291
H -2.904 0.641 0.995
H -1.994 2.391 0.409
H 0.429 2.428 -0.440
```

Its HOMO energy is -0.33664 hartree. Its relative energy (zero: lowest compared OMol25 entry of this formula, charge and spin) is 43.2 kcal/mol. The value obtained for the HOMO-LUMO gap is 0.3706 Ha.

Results of the natural (NBO) charge analysis, in e, for atoms 1 through 8: number 1, C, carries -0.60; number 2, C, carries -0.85; number 3, C, carries -0.43; number 4, C, carries -0.73; number 5, P, carries 0.27; number 6, P, carries 0.52; number 7, H, carries 0.20; number 8, H, carries 0.22